{"formula": "C14H35N11O20", "method": "the ωB97M-V functional and the def2-TZVPD basis", "species": ["O", "O", "O", "C", "H", "N", "H", "H", "H", "O", "H", "C", "O", "C", "H", "H", "H", "H", "H", "H", "H", "H", "N", "H", "H", "H", "H", "N", "N", "C", "O", "O", "C", "N", "C", "C", "N", "H", "N", "H", "H", "C", "N", "O", "O", "H", "H", "C", "O", "H", "H", "C", "C", "O", "H", "H", "N", "H", "C", "H", "N", "N", "O", "O", "O", "O", "O", "H", "O", "H", "H", "C", "O", "O", "C", "H", "H", "O", "H", "H"], "coordinates": [[-2.67748, -2.35851, 4.47572], [0.57669, 2.28081, 3.75941], [-3.71164, -0.69632, 0.58217], [2.61512, -4.47111, -2.83273], [-2.72268, -2.88777, -3.63237], [3.10682, -3.18433, -2.26585], [-1.56427, 1.55046, 4.28555], [-3.49204, -3.19731, -2.03324], [-2.43268, 1.85947, -3.04694], [-3.65891, 3.99823, -2.39559], [3.23279, 2.97871, 2.68361], [2.66304, 2.48937, -2.11757], [-3.46668, 4.26152, -4.50950], [-2.48655, -3.43305, 2.49730], [0.64405, -0.69182, 5.75145], [1.63508, -0.41159, 0.68738], [2.27732, -1.89802, 5.66797], [0.66422, -1.55718, 0.08829], [-1.23712, 2.93852, -2.71822], [1.77460, -4.66371, -2.33051], [1.38700, -0.52279, -1.08432], [5.27218, -1.03542, -1.73551], [-1.41526, -3.12903, -1.83483], [1.93065, 3.38415, 1.47223], [3.55198, -5.20484, -2.62931], [3.89896, 0.15533, -2.19602], [4.26680, 4.12448, -2.80778], [-0.30692, 0.23510, 0.20707], [-3.06817, 3.83269, -3.43731], [1.95045, 2.50021, -4.58129], [-1.43835, -3.43911, -0.64996], [-4.70553, 0.82669, 3.84929], [1.71611, 1.84381, -3.10557], [1.05559, -1.61715, 3.89651], [-2.65462, -3.48140, -2.56577], [-3.84901, 1.37718, -0.07904], [2.86284, 3.55858, -4.28606], [5.55701, 0.95282, -2.47861], [4.74741, 0.47682, -0.76409], [-3.03865, -3.90935, 1.53869], [-3.23586, 1.48528, 0.89399], [-2.47126, 1.07157, 3.98438], [-3.34058, -2.80350, 3.62064], [-0.79901, 0.93881, -0.61276], [5.03849, 1.60023, -0.32799], [-1.92014, -4.06082, 3.04486], [2.41213, -4.32977, -3.66784], [0.81244, -0.64897, -0.05612], [3.16208, -2.26552, -3.09206], [-2.53372, -0.00420, 4.02701], [1.34990, 2.26823, -5.60261], [3.29077, 3.57262, -2.98478], [2.37944, 2.71752, 2.39598], [1.22686, -0.50665, 3.33025], [2.94482, 2.31960, -1.04895], [-1.58198, 2.72389, -4.45981], [1.35103, 3.09193, 3.24350], [-2.15426, -2.40511, 2.28262], [-2.04883, 2.71823, -3.39915], [-2.62699, -4.63776, -2.77007], [-3.86160, 1.29309, 4.50443], [-3.91972, 0.02766, -0.42404], [0.85370, -2.67779, 3.37540], [3.84866, -0.10465, -0.12617], [-3.98107, 1.97211, 5.52314], [-4.55399, -0.33547, -1.40086], [1.25666, 4.32190, 3.53057], [-4.77989, 1.81524, 0.02818], [2.94080, -2.92283, -1.06141], [-2.37026, 1.28246, 3.00224], [3.00354, 4.23565, -4.97521], [4.89804, 0.02071, -2.08237], [-4.51713, -3.18762, 3.62890], [-0.31524, -3.07472, -2.53192], [1.27295, -1.58935, 5.46372], [0.57618, -2.43319, 5.77696], [2.32649, 1.64703, 2.13582], [-0.95430, 0.07043, 1.34033], [0.96760, 1.11239, -2.72391], [-3.40693, 1.84619, -1.10955]], "lowdin_charge": [0.069, 0.052, 0.031, 0.092, 0.155, -0.362, 0.073, 0.043, 0.031, 0.053, 0.024, -0.081, 0.061, 0.054, 0.114, 0.104, 0.080, -0.007, 0.083, 0.051, 0.134, 0.162, -0.366, 0.191, 0.181, 0.026, 0.119, -0.336, -0.422, -0.061, 0.065, 0.100, -0.071, -0.398, 0.017, 0.000, -0.055, 0.176, -0.461, 0.142, 0.121, 0.052, -0.451, 0.069, 0.024, 0.042, -0.036, 0.032, 0.037, 0.078, 0.128, -0.138, 0.038, 0.000, 0.073, 0.129, -0.426, 0.076, 0.044, 0.144, -0.451, -0.435, 0.068, -0.017, 0.058, 0.061, 0.034, 0.084, 0.044, 0.021, 0.113, 0.029, 0.054, -0.006, 0.073, 0.100, 0.102, -0.008, 0.047, 0.127], "orbital_gap_ev": 7.092, "charge": 0, "lumo_ev": -1.33, "spin_multiplicity": 1, "smiles": "C[N+](=O)[O-].C[N+](=O)[O-].C[N+](=O)[O-].C[N+](=O)[O-].C[N+](=O)[O-].C[N+](=O)[O-].C[N+](=O)[O-].C[N+](=O)[O-].C[N+](=O)[O-].C[N+](=O)[O-].c1cc[nH]c1"}


{"formula": "C14H35NO5S5", "method": "the ωB97M-V functional and the def2-TZVPD basis", "species": ["H", "H", "H", "S", "C", "H", "H", "S", "C", "O", "O", "C", "C", "C", "H", "C", "H", "H", "H", "C", "H", "H", "H", "C", "H", "C", "N", "H", "H", "O", "H", "O", "H", "C", "C", "S", "H", "H", "C", "C", "H", "H", "H", "H", "H", "H", "H", "O", "H", "H", "H", "H", "H", "C", "H", "S", "H", "S", "H", "H"], "coordinates": [[4.99002, 2.57316, 4.32603], [-1.12786, 0.85479, -2.44824], [-5.17938, -1.06691, -3.05562], [-2.96113, -0.35776, -3.35583], [5.72772, 0.07374, 4.16254], [0.28529, -1.14010, -1.92372], [2.79452, -0.51933, -0.26058], [3.95327, 0.32445, 4.02921], [4.02464, 2.12405, 4.09967], [-0.52907, -3.83784, -2.73775], [0.71727, -1.46661, 0.75720], [-2.43638, -2.46463, 0.63852], [-2.05074, 5.30459, 0.13345], [-0.21558, 5.27992, -1.18125], [6.22774, 0.62110, 3.36100], [-4.54239, -0.37283, -2.51067], [-1.02392, 0.49209, 0.77046], [3.23656, 2.54322, 4.72194], [5.88809, -0.99709, 4.05663], [0.02093, 4.43721, -0.12848], [3.37971, 0.42294, 1.15286], [-0.11018, 1.93189, 1.20137], [-4.46690, -0.68569, -1.46769], [-0.07721, 1.01445, 0.62208], [3.01038, -3.42567, -2.75569], [-1.13500, 4.44121, 0.67927], [-1.47690, 5.80063, -1.00618], [2.04289, -4.22260, -3.97062], [-2.48313, 0.85118, -1.31866], [-2.21034, -1.59108, -3.07684], [-1.81502, 6.54806, -1.58494], [-3.06315, -4.07167, -1.27572], [-4.75055, -5.16487, 1.22829], [-3.75043, -4.74056, 1.23311], [0.96762, -1.73056, -2.53197], [1.08447, -0.16676, 1.34280], [0.92883, 3.93840, 0.16661], [-2.66463, -2.16287, 1.66357], [2.18039, -4.11966, -2.89214], [2.58143, 0.29584, 0.42514], [-3.04603, 5.53340, 0.46905], [-4.96561, 0.63180, -2.55674], [-3.56828, -4.25506, 2.19297], [-1.46717, -2.97036, 0.64019], [-2.97818, -5.49477, 1.08751], [0.58604, -1.64036, -3.55233], [2.41984, -5.07452, -2.43142], [3.29449, -0.11059, 5.27237], [0.13244, 1.14341, -0.43627], [2.42339, 1.20406, -0.15624], [-2.29969, -1.58067, 0.01712], [6.14368, 0.46345, 5.09140], [0.45368, 5.69064, -1.91796], [-2.20971, 0.95501, -2.36948], [2.00572, -1.42919, -2.42136], [0.71074, -3.45358, -2.06849], [3.76585, 2.51996, 3.10638], [-3.68859, -3.51333, -0.07380], [-1.19113, 3.89249, 1.60582], [-2.49333, 1.92035, -2.78790]], "lowdin_charge": [0.049, 0.034, 0.052, 0.814, -0.270, 0.012, 0.044, 0.784, -0.261, -0.524, -0.556, -0.279, -0.124, -0.129, 0.054, -0.268, 0.042, 0.057, 0.048, -0.130, 0.001, 0.025, 0.043, -0.254, 0.037, -0.131, 0.002, 0.057, 0.042, -0.529, 0.144, -0.521, 0.038, -0.266, -0.271, 0.821, 0.086, 0.054, -0.269, -0.235, 0.106, 0.053, 0.043, 0.056, 0.062, 0.059, 0.038, -0.532, 0.042, 0.046, 0.023, 0.061, 0.106, -0.266, 0.036, 0.794, 0.040, 0.774, 0.087, 0.051], "orbital_gap_ev": 7.980, "charge": 0, "e_above_lowest_kcal_mol": 0.14, "lumo_ev": 0.29, "spin_multiplicity": 1}


What is the charge in the second record? 0


charge of number 1 (C14H35N11O20)? 0